Below is a 10-piece molecular cluster, C32H56Cl4O24 overall at a distorted geometry, with properties calculated with ωB97M-V with the def2-TZVPD basis set.

## Properties
Kohn-Sham gap = 10.5 eV
energy above the lowest of the compared OMol25 structures with the same formula, charge and spin = 0.00 kcal/mol
E_HOMO = -10.531 eV
F_max = 0.121 Eh/bohr

Cartesian coordinates (Å):
C -23.45 5.01 -7.19
C -22.27 5.62 -6.52
O -22.53 5.82 -5.18
C -22.48 4.91 -4.19
O -21.94 3.79 -4.26
O -22.77 5.55 -3.04
C -22.31 4.99 -1.83
H -24.37 5.42 -6.76
H -23.55 3.94 -7.03
H -23.48 5.19 -8.26
H -22.15 6.56 -7.06
H -21.33 5.13 -6.77
H -22.75 4.01 -1.63
H -22.55 5.65 -0.99
H -21.23 4.87 -1.83
C -9.75 -5.75 -11.53
C -10.01 -4.69 -12.65
O -11.35 -4.87 -13.09
C -12.34 -4.23 -12.48
O -12.23 -3.41 -11.57
O -13.53 -4.63 -12.98
C -14.69 -4.06 -12.44
H -8.85 -5.48 -10.97
H -9.57 -6.72 -11.99
H -10.53 -5.87 -10.78
H -9.35 -4.92 -13.48
H -9.81 -3.67 -12.34
H -14.56 -3.99 -11.36
H -15.62 -4.57 -12.68
H -14.88 -3.05 -12.81
C -19.29 -5.56 -1.61
C -18.41 -4.75 -2.52
O -18.54 -3.36 -2.25
C -17.83 -2.82 -1.24
O -17.09 -3.43 -0.48
O -17.86 -1.45 -1.33
C -17.01 -0.58 -0.47
H -20.33 -5.24 -1.63
H -18.93 -5.34 -0.61
H -19.33 -6.62 -1.84
H -18.56 -4.95 -3.58
H -17.36 -5.02 -2.40
H -16.00 -0.72 -0.83
H -17.05 -0.89 0.57
H -17.28 0.48 -0.47
C -24.11 0.86 -22.71
C -23.89 -0.55 -22.13
O -23.32 -0.57 -20.82
C -22.83 -1.72 -20.36
O -22.57 -2.74 -21.03
O -22.55 -1.58 -19.01
C -21.87 -2.56 -18.26
H -24.99 1.43 -22.41
H -24.01 0.78 -23.79
H -23.22 1.38 -22.37
H -23.34 -1.22 -22.78
H -24.83 -1.08 -22.03
H -20.93 -2.88 -18.70
H -22.55 -3.35 -17.93
H -21.74 -1.97 -17.36
O -20.11 -8.74 -14.89
C -19.85 -9.45 -15.90
O -20.77 -9.95 -16.69
C -20.12 -10.50 -17.81
C -18.73 -10.76 -17.27
O -18.62 -9.79 -16.27
H -20.58 -11.44 -18.11
H -20.23 -9.75 -18.59
H -17.99 -10.74 -18.07
H -18.67 -11.75 -16.83
O -28.61 2.35 -17.08
C -27.66 2.26 -16.35
O -26.52 2.92 -16.44
C -25.76 2.93 -15.16
C -26.37 1.74 -14.53
O -27.60 1.58 -15.22
H -24.75 2.63 -15.46
H -25.89 3.83 -14.57
H -26.62 2.03 -13.50
H -25.69 0.89 -14.47
O -26.54 -7.47 -19.62
C -26.83 -6.39 -19.11
O -27.43 -5.30 -19.68
C -27.81 -4.32 -18.74
C -27.38 -5.02 -17.43
O -26.62 -6.20 -17.78
H -27.06 -3.55 -18.92
H -28.82 -3.91 -18.80
H -28.28 -5.19 -16.82
H -26.62 -4.40 -16.96
O -23.38 -9.77 -7.08
C -23.65 -10.42 -8.09
O -23.22 -10.19 -9.32
C -23.75 -11.06 -10.31
C -24.77 -11.75 -9.40
O -24.58 -11.38 -8.08
H -24.21 -10.53 -11.14
H -23.09 -11.84 -10.68
H -24.57 -12.82 -9.47
H -25.81 -11.53 -9.65
Cl -23.26 -3.22 -10.80
C -22.40 -3.58 -9.28
C -22.15 -2.25 -8.48
Cl -21.00 -1.19 -9.38
H -21.60 -4.30 -9.47
H -23.06 -4.29 -8.79
H -21.76 -2.48 -7.49
H -23.10 -1.76 -8.30
Cl -27.45 -5.04 -4.69
C -28.28 -6.35 -3.91
C -28.70 -6.00 -2.43
Cl -27.22 -6.01 -1.42
H -27.66 -7.24 -4.04
H -29.18 -6.58 -4.48
H -29.51 -6.60 -2.01
H -29.16 -5.01 -2.43